Density functional theory data (wB97M-V/def2-TZVPD) for a structure of composition C14H27AuN7OPS.

As for the molar mass: 569.4 g mol⁻¹. The value obtained for the LUMO energy (spin up / spin down) is -0.28 / 0.23 eV. The value obtained for the gap between HOMO and LUMO (spin up / spin down) is 0.2444 / 0.2565 hartree. The charge is 0. As for the HOMO energy (spin up / spin down): -6.93 / -6.75 eV.

Geometry (Å):
Au1 -0.859 -0.489 2.297
N1 2.877 2.183 3.046
C1 1.971 1.175 2.847
S1 0.358 1.490 3.396
N2 2.492 0.098 2.292
N3 1.584 -0.825 1.890
C2 1.981 -2.030 1.810
C3 1.068 -3.094 1.329
C4 1.542 -4.395 1.197
C5 0.685 -5.385 0.748
C6 -0.624 -5.051 0.446
C7 -1.014 -3.730 0.612
N4 -0.197 -2.775 1.038
H1 2.657 2.856 3.759
H2 3.845 1.925 2.934
H3 2.994 -2.304 2.102
H4 2.572 -4.617 1.451
H5 1.034 -6.404 0.637
H6 -1.330 -5.790 0.092
H7 -2.033 -3.419 0.404
C8 -3.134 0.064 -1.835
N5 -1.969 0.900 -2.089
C9 -1.572 0.972 -3.483
P1 -0.900 1.284 -0.888
O1 -1.298 0.563 0.352
N6 0.635 0.911 -1.345
C10 1.083 -0.474 -1.304
C11 1.505 1.792 -2.099
N7 -0.946 2.922 -0.731
C12 -0.043 3.522 0.251
C13 -1.423 3.836 -1.752
H8 -4.043 0.545 -2.206
H9 -3.238 -0.109 -0.768
H10 -3.025 -0.901 -2.340
H11 -2.372 1.412 -4.086
H12 -1.349 -0.021 -3.888
H13 -0.687 1.593 -3.609
H14 0.378 -1.081 -0.742
H15 2.051 -0.537 -0.803
H16 1.185 -0.879 -2.318
H17 1.102 2.800 -2.135
H18 1.635 1.435 -3.127
H19 2.493 1.839 -1.632
H20 0.106 2.851 1.097
H21 -0.499 4.438 0.632
H22 0.930 3.775 -0.183
H23 -2.137 3.341 -2.404
H24 -0.608 4.248 -2.361
H25 -1.933 4.674 -1.271
C14 -1.266 -1.500 3.916
H26 -1.173 -1.053 4.904
H27 -1.090 -2.579 3.916


Density functional theory data (wB97M-V/def2-TZVPD) for an isolated molecule of C3H2O2 in a non-equilibrium geometry.

As for the molar mass: 70.0 g mol⁻¹. The value obtained for the LUMO energy is 0.43 eV. The calculation puts the energy above the lowest of the compared OMol25 structures with the same formula, charge and spin at 0.633 eV. The value obtained for the gap between HOMO and LUMO is 0.4128 hartree. The charge is 0. Its SMILES is C#CC(=O)O. As for the HOMO energy: -10.80 eV.

Geometry (Å):
C1 -0.720 0.241 0.068
C2 0.747 0.221 0.121
C3 1.919 0.037 -0.014
H1 -2.298 -0.805 0.009
H2 2.955 -0.046 -0.162
O1 -1.323 -0.990 -0.005
O2 -1.280 1.342 -0.018


Density functional theory data (wB97M-V/def2-TZVPD) for a structure of composition C2I4N4 in a non-equilibrium geometry.

As for the molar mass: 587.7 g mol⁻¹. The value obtained for the LUMO energy (spin up / spin down) is -1.64 / -1.64 eV. The calculation puts the energy above the lowest of the compared OMol25 structures with the same formula, charge and spin at 0.738 eV. The value obtained for the gap between HOMO and LUMO (spin up / spin down) is 0.2508 / 0.2509 hartree. The charge is 0. As for the HOMO energy (spin up / spin down): -8.47 / -8.47 eV.

Geometry (Å):
C1 -0.884 0.475 -0.414
C2 -0.269 -0.551 -1.202
N1 -0.505 0.817 0.757
N2 -0.027 0.269 1.789
N3 0.527 -1.344 -0.629
N4 0.679 0.416 2.694
I1 -2.319 1.895 -1.117
I2 -1.040 -0.772 -3.147
I3 1.520 -2.831 -1.454
I4 2.318 1.628 2.724


Density functional theory data (wB97M-V/def2-TZVPD) for an isolated molecule of C4H7NO.

As for the molar mass: 85.1 g mol⁻¹. The value obtained for the LUMO energy is 0.97 eV. The calculation puts the energy above the lowest of the compared OMol25 structures with the same formula, charge and spin at 0.721 eV. The value obtained for the gap between HOMO and LUMO is 0.3977 hartree. The charge is 0. Its SMILES is NC(=O)C1CC1. As for the HOMO energy: -9.85 eV.

Geometry (Å):
N1 2.196 0.052 0.169
C1 1.013 0.251 -0.488
O1 0.922 0.999 -1.447
C2 -0.156 -0.505 0.072
C3 -1.469 -0.344 -0.630
C4 -1.263 0.317 0.694
H1 2.203 -0.355 1.089
H2 2.959 0.661 -0.083
H3 0.064 -1.460 0.540
H4 -1.443 0.283 -1.516
H5 -2.133 -1.200 -0.684
H6 -1.759 -0.094 1.569
H7 -1.136 1.395 0.716


Density functional theory data (wB97M-V/def2-TZVPD) for an isolated molecule of C3H7NO in a non-equilibrium geometry.

As for the molar mass: 73.1 g mol⁻¹. The value obtained for the LUMO energy is 1.03 eV. The calculation puts the energy above the lowest of the compared OMol25 structures with the same formula, charge and spin at 3.249 eV. The value obtained for the gap between HOMO and LUMO is 0.3988 hartree. The charge is 0. Its SMILES is C=NOCC. As for the HOMO energy: -9.82 eV.

Geometry (Å):
C1 1.621 0.672 -0.328
C2 0.968 -0.378 0.490
C3 -1.556 0.769 0.208
H1 1.838 0.218 -1.311
H2 1.043 1.656 -0.421
H3 2.623 0.917 0.129
H4 0.723 -0.062 1.512
H5 1.627 -1.229 0.587
H6 -2.553 1.165 0.027
H7 -0.862 1.323 0.896
N1 -1.333 -0.337 -0.367
O1 -0.163 -1.000 -0.134


Density functional theory data (wB97M-V/def2-TZVPD) for a structure of composition C8H16CdO4 in a non-equilibrium geometry.

As for the molar mass: 288.6 g mol⁻¹. The value obtained for the LUMO energy (spin up / spin down) is -2.66 / -3.34 eV. The value obtained for the gap between HOMO and LUMO (spin up / spin down) is 0.3391 / 0.3380 hartree. Its spin multiplicity is 2. The charge is +1. As for the HOMO energy (spin up / spin down): -11.89 / -12.54 eV.

Geometry (Å):
C1 1.001 -2.671 0.697
C2 -0.218 -2.500 0.197
O1 -0.873 -1.290 0.299
C3 -2.091 -1.128 -0.446
C4 -2.772 0.110 0.082
O2 -1.795 1.150 0.151
C5 -2.344 2.454 0.342
H1 1.471 -1.912 1.327
H2 1.510 -3.618 0.523
H3 -0.761 -3.252 -0.377
H4 -2.739 -2.001 -0.300
H5 -1.842 -1.025 -1.511
H6 -3.191 -0.056 1.085
H7 -3.579 0.403 -0.604
H8 -1.506 3.153 0.428
H9 -2.964 2.718 -0.525
H10 -2.948 2.475 1.260
O3 1.561 0.635 1.807
C6 2.741 0.652 1.076
C7 2.526 1.293 -0.290
O4 1.348 0.698 -0.891
C8 1.530 -0.272 -1.839
Cd1 0.033 0.503 0.717
H11 3.133 -0.374 0.918
H12 3.543 1.223 1.582
H13 3.380 1.169 -0.967
H14 2.293 2.361 -0.186
H15 1.133 -0.005 -2.818
H16 2.421 -0.892 -1.737


Density functional theory data (wB97M-V/def2-TZVPD) for a cluster of 3 separate species, C28H58IN8O6P5 in total in a non-equilibrium geometry.

As for the molar mass: 884.6 g mol⁻¹. The value obtained for the LUMO energy is -0.91 eV. The value obtained for the gap between HOMO and LUMO is 0.2259 hartree. The charge is 0. Its SMILES is CCCCNC1=C([PH2]=N)C(=O)c2cc(I)c(P(C)C)c(P(O)O)c2C1=O.CN(C)P(=O)(N(C)C)N(C)C.CN(C)P(=O)(N(C)C)N(C)C. As for the HOMO energy: -7.06 eV.

Geometry (Å):
C1 0.874 4.933 2.333
C2 2.377 4.938 2.655
C3 2.910 3.564 3.050
C4 2.995 2.584 1.886
N1 3.049 1.181 2.350
C5 2.246 0.346 1.548
C6 2.558 -0.078 0.318
P1 4.121 0.382 -0.479
N2 5.350 0.196 0.481
C7 1.607 -0.941 -0.444
O1 1.974 -1.807 -1.207
C8 0.164 -0.641 -0.181
C9 -0.790 -0.774 -1.161
C10 -2.105 -0.449 -0.884
I1 -3.466 -0.683 -2.451
C11 -2.484 0.022 0.379
P2 -4.220 0.512 0.849
C12 -5.409 -0.797 0.326
C13 -4.542 2.017 -0.161
C14 -1.507 0.141 1.385
P3 -2.081 0.822 3.044
O2 -2.425 -0.494 3.973
O3 -0.787 1.551 3.729
C15 -0.181 -0.204 1.096
C16 0.928 -0.129 2.108
O4 0.789 -0.463 3.257
H1 0.335 4.487 3.166
H2 0.560 5.966 2.181
H3 0.650 4.413 1.400
H4 2.485 5.586 3.529
H5 2.934 5.412 1.844
H6 2.255 3.142 3.815
H7 3.896 3.679 3.507
H8 3.853 2.840 1.256
H9 2.097 2.714 1.278
H10 4.010 0.844 2.342
H11 3.964 1.709 -0.926
H12 4.193 -0.436 -1.617
H13 6.010 -0.468 0.088
H14 -0.503 -1.124 -2.142
H15 -6.197 -0.871 1.073
H16 -4.921 -1.770 0.268
H17 -5.858 -0.557 -0.636
H18 -4.787 2.830 0.520
H19 -5.392 1.865 -0.827
H20 -3.669 2.318 -0.738
H21 -2.994 -1.049 3.422
H22 -0.496 1.083 4.526
O5 -8.074 0.932 -1.171
P4 -9.486 1.011 -1.658
N3 -10.358 1.142 -0.205
C17 -11.596 0.494 0.158
C18 -10.209 2.434 0.443
N4 -9.621 -0.571 -2.385
C19 -9.942 -1.736 -1.574
C20 -8.465 -0.845 -3.230
N5 -10.696 1.718 -2.713
C21 -11.715 0.885 -3.320
C22 -10.130 2.633 -3.719
H23 -12.484 0.997 -0.256
H24 -11.696 0.499 1.246
H25 -11.620 -0.550 -0.135
H26 -10.893 3.185 0.021
H27 -9.188 2.803 0.331
H28 -10.399 2.348 1.513
H29 -9.370 -1.781 -0.638
H30 -9.739 -2.647 -2.140
H31 -11.007 -1.773 -1.343
H32 -7.596 -1.147 -2.638
H33 -8.184 0.041 -3.804
H34 -8.698 -1.634 -3.949
H35 -11.331 0.244 -4.119
H36 -12.473 1.550 -3.742
H37 -12.219 0.257 -2.587
H38 -9.580 2.099 -4.504
H39 -9.441 3.337 -3.245
H40 -10.919 3.221 -4.191
O6 8.213 -1.467 0.440
P5 9.371 -2.399 0.324
N6 10.596 -1.551 1.144
C23 11.985 -1.405 0.779
C24 10.404 -1.514 2.583
N7 9.581 -2.373 -1.411
C25 10.343 -1.308 -2.047
C26 8.305 -2.556 -2.096
N8 10.058 -4.005 0.491
C27 10.990 -4.509 -0.498
C28 9.058 -5.036 0.811
H41 12.599 -2.277 1.057
H42 12.400 -0.536 1.295
H43 12.118 -1.210 -0.279
H44 10.778 -2.427 3.071
H45 9.345 -1.407 2.826
H46 10.917 -0.652 3.014
H47 10.089 -0.310 -1.665
H48 10.161 -1.316 -3.123
H49 11.415 -1.470 -1.935
H50 7.713 -1.634 -2.129
H51 7.701 -3.318 -1.599
H52 8.483 -2.898 -3.118
H53 10.514 -4.764 -1.450
H54 11.449 -5.412 -0.085
H55 11.797 -3.806 -0.695
H56 8.411 -5.268 -0.045
H57 8.420 -4.703 1.633
H58 9.544 -5.958 1.133


Density functional theory data (wB97M-V/def2-TZVPD) for a structure of composition C19H22IN6O7Sc in a non-equilibrium geometry.

As for the molar mass: 618.3 g mol⁻¹. The value obtained for the LUMO energy (spin up / spin down) is 3.38 / 3.37 eV. The calculation puts the energy above the lowest of the compared OMol25 structures with the same formula, charge and spin at 0.000 eV. The value obtained for the gap between HOMO and LUMO (spin up / spin down) is 0.0826 / 0.0813 hartree. The charge is -2. As for the HOMO energy (spin up / spin down): 1.13 / 1.16 eV.

Geometry (Å):
C1 0.185 2.417 -4.601
I1 1.831 -1.363 -3.234
H1 -0.807 1.933 -4.571
H2 0.828 1.776 -5.271
H3 0.027 3.436 -4.991
C2 -0.955 3.214 -0.188
C3 -1.955 2.507 -0.747
N1 -1.468 1.932 -1.912
C4 -0.158 2.335 -2.078
N2 0.163 3.035 -0.958
H4 -0.919 3.819 0.702
H5 -2.973 2.330 -0.474
C5 1.877 -4.183 -0.595
C6 0.592 -2.374 -1.091
N3 1.750 -2.815 -0.479
H6 0.523 -5.628 -1.584
N4 0.008 -3.525 -1.574
H7 2.748 -4.712 -0.257
Sc1 0.073 -0.063 -1.626
C7 0.723 2.324 -3.258
O1 1.954 2.216 -3.024
C8 0.776 -4.638 -1.269
C9 -1.104 -3.534 -2.496
H8 -1.947 -2.966 -2.078
H9 -1.413 -4.568 -2.671
H10 -0.833 -3.083 -3.465
C10 2.828 -1.945 -0.057
H11 3.760 -2.520 -0.036
H12 2.617 -1.522 0.933
H13 2.971 -1.112 -0.764
C11 1.480 3.532 -0.578
H14 1.445 4.615 -0.447
H15 2.208 3.272 -1.340
H16 1.771 3.053 0.356
C12 -2.238 0.995 -2.747
H17 -1.830 -0.047 -2.733
H18 -2.360 1.367 -3.775
H19 -3.238 0.973 -2.305
O2 -1.302 -0.466 0.067
C13 -0.359 -0.085 0.855
O3 0.737 0.369 0.320
C14 -0.447 -0.098 2.357
C15 0.711 -0.262 3.121
C16 0.644 -0.263 4.529
C17 -0.573 0.007 5.180
C18 -1.717 0.270 4.405
C19 -1.664 0.192 2.989
N5 -2.948 0.635 5.051
O4 -2.990 0.675 6.300
O5 -3.935 0.909 4.333
N6 1.822 -0.651 5.293
O6 2.868 -0.910 4.648
O7 1.745 -0.726 6.538
H20 1.667 -0.437 2.635
H21 -0.638 0.009 6.265
H22 -2.560 0.351 2.396


Density functional theory data (wB97M-V/def2-TZVPD) for a structure of composition C4H6NdO2 in a non-equilibrium geometry.

As for the molar mass: 230.3 g mol⁻¹. The value obtained for the LUMO energy (spin up / spin down) is -0.32 / -1.10 eV. The calculation puts the energy above the lowest of the compared OMol25 structures with the same formula, charge and spin at 5.248 eV. The value obtained for the gap between HOMO and LUMO (spin up / spin down) is 0.2145 / 0.2184 hartree. Its spin multiplicity is 5. The charge is 0. As for the HOMO energy (spin up / spin down): -6.15 / -7.05 eV.

Geometry (Å):
O1 0.774 1.730 0.363
C1 1.309 0.858 -0.472
H1 -0.739 1.465 0.226
H2 0.855 0.887 -1.483
C2 -1.773 0.660 -0.001
C3 -1.288 -0.592 -0.111
C4 -0.017 -0.990 0.599
O2 1.188 -0.548 -0.033
Nd1 3.904 -0.435 0.182
H3 -1.601 -1.260 -0.927
H4 -2.649 0.896 -0.622
H5 0.096 -2.082 0.655
H6 -0.059 -0.588 1.624


Density functional theory data (wB97M-V/def2-TZVPD) for a cluster of 4 separate species, C4H8Cl8 in total in a non-equilibrium geometry.

As for the molar mass: 339.7 g mol⁻¹. The value obtained for the LUMO energy (spin up / spin down) is 2.39 / 2.36 eV. The calculation puts the energy above the lowest of the compared OMol25 structures with the same formula, charge and spin at 0.234 eV. The value obtained for the gap between HOMO and LUMO (spin up / spin down) is 0.0655 / 0.3584 hartree. Its spin multiplicity is 2. The charge is -1. As for the HOMO energy (spin up / spin down): 0.60 / -7.39 eV.

Geometry (Å):
C1 0.039 3.230 -1.963
Cl1 -0.175 1.895 -0.867
Cl2 0.195 2.540 -3.632
H1 -0.885 3.805 -1.902
H2 0.893 3.834 -1.657
C2 -2.805 -2.582 4.119
Cl3 -2.169 -0.989 4.580
Cl4 -4.373 -2.939 4.831
H3 -2.892 -2.633 3.034
H4 -2.002 -3.271 4.382
C3 2.961 0.268 -3.149
Cl5 2.542 -0.927 -1.884
Cl6 3.527 1.655 -2.275
H5 3.764 -0.165 -3.746
H6 2.083 0.380 -3.785
C4 -0.059 -0.695 0.799
Cl7 -0.138 -1.877 2.120
Cl8 -1.207 -1.089 -0.467
H7 -0.197 0.315 1.186
H8 0.896 -0.755 0.278


Density functional theory data (wB97M-V/def2-TZVPD) for an isolated molecule of C4H4OS2 in a non-equilibrium geometry.

As for the molar mass: 132.2 g mol⁻¹. The value obtained for the LUMO energy is -0.46 eV. The calculation puts the energy above the lowest of the compared OMol25 structures with the same formula, charge and spin at 3.981 eV. The value obtained for the gap between HOMO and LUMO is 0.3059 hartree. The charge is 0. Its SMILES is S=C1SC[C@@H]2O[C@@H]12. As for the HOMO energy: -8.79 eV.

Geometry (Å):
C1 -1.472 -0.117 0.220
C2 1.180 -0.760 -0.163
C3 0.486 0.558 -0.517
C4 -0.369 0.820 0.666
H1 1.680 -0.719 0.747
H2 1.689 -1.266 -1.008
H3 0.135 0.508 -1.576
H4 0.064 0.618 1.623
O1 0.236 1.914 0.024
S1 -3.073 0.095 -0.141
S2 -0.557 -1.652 0.126


Density functional theory data (wB97M-V/def2-TZVPD) for a cluster of 2 separate species, C7H6BrNS in total in a non-equilibrium geometry.

As for the molar mass: 216.1 g mol⁻¹. The value obtained for the LUMO energy is 0.45 eV. The calculation puts the energy above the lowest of the compared OMol25 structures with the same formula, charge and spin at 3.404 eV. The value obtained for the gap between HOMO and LUMO is 0.3319 hartree. The charge is 0. As for the HOMO energy: -8.58 eV.

Geometry (Å):
C1 -1.323 -2.094 0.099
C2 -0.676 -0.066 0.448
C3 0.365 -0.492 -0.265
C4 -2.003 1.411 1.741
C5 2.558 -0.044 -2.128
C6 -0.932 1.267 1.001
C7 2.220 0.267 -0.891
N1 -1.637 -1.035 0.707
S1 0.171 -2.075 -0.744
Br1 3.062 1.204 0.474
H1 -1.944 -2.872 -0.239
H2 -2.479 2.164 2.296
H3 -2.563 0.500 1.926
H4 3.368 0.546 -2.617
H5 2.005 -0.753 -2.709
H6 -0.191 2.073 0.902